{"formula": "H2N2O3Si", "method": "ωB97M-V/def2-TZVPD", "e_above_lowest_kcal_mol": 48.0, "smiles": "O=[SiH2].O=NN=O", "e_homo_ev": -9.85, "total_charge": 0, "lumo_energy_ev": -0.3, "symbols": ["O", "Si", "H", "H", "O", "N", "N", "O"], "coordinates": [[1.801747, 0.025672, 0.734339], [0.407892, 0.399366, 0.340245], [0.125168, 1.039337, -0.809997], [-0.678437, 0.109537, 1.368518], [3.535772, -2.343173, 1.498658], [2.467684, -2.227118, 1.028365], [1.540832, -2.689419, 0.552799], [0.472245, -2.532658, 0.018538]], "atomic_forces_ev_per_a": [[1.80, -0.10, 0.33], [-1.16, -1.85, 3.18], [-0.93, 1.44, -2.64], [0.27, 0.40, -0.86], [1.75, 0.33, 0.88], [-0.04, -0.11, -0.09], [-0.11, -0.79, -0.10], [-1.59, 0.68, -0.70]]}


{"formula": "C13H14FN2O4", "method": "ωB97M-V/def2-TZVPD", "e_homo_ev": -13.36, "total_charge": 1, "lumo_energy_ev": -5.5, "symbols": ["C", "C", "N", "N", "C", "C", "F", "C", "C", "C", "C", "C", "C", "O", "H", "H", "H", "H", "H", "H", "H", "H", "H", "H", "C", "C", "O", "C", "O", "O", "H", "H", "H", "H"], "coordinates": [[-2.837904, 2.767510, -1.735104], [-1.671597, 2.535103, -1.430506], [-0.399534, 2.127466, -0.835811], [0.096580, 2.970807, 0.050691], [1.285354, 2.623694, 0.632271], [2.065126, 1.305723, 0.364466], [3.239146, 0.975268, 0.996211], [1.390928, 0.372939, -0.653186], [2.026681, -1.026600, -1.010079], [1.374609, -2.140438, -0.443384], [0.071128, 0.884259, -1.275517], [-0.649674, -0.019641, -2.356533], [-0.468146, 0.682412, -3.810392], [0.095213, -0.237485, -4.775187], [-3.959852, 2.807190, -1.846113], [1.761746, 3.306213, 1.407579], [2.938231, -1.115093, -1.672506], [0.236868, -2.052174, -0.401457], [1.920814, -3.025314, -0.006230], [-0.174650, -1.041526, -2.442749], [-1.743935, -0.180658, -2.083102], [0.284333, 1.527864, -3.699196], [-1.451667, 1.130648, -4.154716], [-0.605509, -0.862440, -5.060121], [0.448879, -1.377865, 3.916322], [-0.683046, -0.483531, 3.500455], [-1.603937, -1.385884, 2.904097], [-1.349985, -2.621752, 3.424982], [-2.045427, -3.574213, 3.263999], [-0.197635, -2.621441, 4.152475], [0.951781, -1.024019, 4.816646], [1.191699, -1.510325, 3.123565], [-1.165772, 0.003216, 4.352194], [-0.370846, 0.280085, 2.785939]], "atomic_forces_ev_per_a": [[1.34, -0.94, 1.00], [-1.10, 0.01, 0.63], [-2.16, -1.78, -2.71], [3.38, -1.10, 1.35], [0.97, -1.92, -0.22], [-3.16, -0.35, -2.34], [-2.89, 1.02, -1.46], [-0.10, 2.09, 0.32], [-1.57, -1.00, 1.21], [0.49, 2.31, -0.85], [2.73, -1.09, 1.79], [-0.14, 0.91, 0.00], [0.11, 0.14, 0.05], [-1.20, 0.43, 0.96], [2.01, 0.23, -0.13], [-1.08, -0.71, -1.26], [-0.58, 0.49, 1.69], [1.70, -0.16, 1.12], [-0.81, 0.63, -1.53], [-0.20, 1.40, 0.45], [1.39, 0.45, -0.28], [-0.92, -1.07, -0.33], [1.17, -0.61, 0.37], [0.57, 0.58, 0.18], [0.67, 0.10, 0.26], [-0.10, 0.69, 0.06], [0.23, -0.29, 0.03], [-0.52, -0.93, 0.03], [0.41, 0.58, 0.01], [-0.42, 0.21, -0.31], [-0.06, -0.21, -0.01], [-0.03, 0.00, 0.00], [0.04, -0.03, -0.04], [-0.16, -0.09, -0.06]]}


{"formula": "C2H2F2INO", "method": "ωB97M-V/def2-TZVPD", "e_above_lowest_kcal_mol": 70.0, "e_homo_ev": -10.04, "total_charge": 0, "lumo_energy_ev": -0.5, "symbols": ["C", "C", "N", "O", "F", "F", "I", "H", "H"], "coordinates": [[-2.125752, 0.833850, -0.466514], [1.038223, -0.716931, 0.970756], [-2.101278, -0.341667, -0.549123], [-2.317705, 1.978235, -0.312931], [1.690938, -1.677652, 1.549551], [0.664724, -1.228519, -0.282886], [2.884365, 0.688887, -0.336644], [1.561158, 1.334444, 0.203620], [-1.294670, -0.870648, -0.775826]], "atomic_forces_ev_per_a": [[-0.69, 3.27, 0.62], [-1.00, -1.18, -0.63], [-0.22, -2.35, -0.26], [0.29, -0.33, -0.21], [-0.28, 0.04, -0.49], [0.29, -0.13, 1.69], [1.61, 0.57, -0.65], [-0.50, 0.65, 0.09], [0.50, -0.54, -0.15]]}


{"formula": "C10H18BrN5O6S", "method": "ωB97M-V/def2-TZVPD", "smiles": "NC1(N)OS(=O)(=O)O[C@@]1(Br)ON=O.CCCC#N.CCCC#N", "e_homo_ev": -10.59, "total_charge": 0, "lumo_energy_ev": -1.2, "symbols": ["N", "C", "N", "O", "S", "O", "O", "O", "C", "Br", "O", "N", "O", "H", "H", "H", "H", "C", "C", "C", "C", "N", "H", "H", "H", "H", "H", "H", "H", "C", "C", "C", "C", "N", "H", "H", "H", "H", "H", "H", "H"], "coordinates": [[-1.842715, 0.997722, -1.479773], [-2.421783, 0.118607, -2.424255], [-1.818635, 0.318603, -3.718250], [-3.853981, 0.335655, -2.615683], [-4.758740, -0.927882, -2.347465], [-5.490545, -1.256959, -3.510298], [-5.442969, -0.823546, -1.115194], [-3.553059, -1.967047, -2.187703], [-2.293547, -1.388258, -1.965815], [-1.940135, -1.569451, -0.050430], [-1.427068, -2.130169, -2.740010], [-0.076744, -2.237639, -2.174134], [0.408337, -1.198148, -2.068341], [-2.159746, 0.825450, -0.534828], [-2.127630, 1.944609, -1.697457], [-2.497266, 0.729061, -4.343994], [-1.042276, 0.955436, -3.621799], [-1.838262, 0.641359, 3.943909], [-0.399090, 0.384830, 3.510270], [0.283611, 1.629490, 2.932287], [-0.417797, 2.114266, 1.745737], [-0.952801, 2.493821, 0.802740], [-2.463432, 0.935312, 3.099410], [-2.273788, -0.259083, 4.375748], [-1.888491, 1.432217, 4.694331], [-0.376236, -0.413689, 2.766895], [0.184528, 0.039600, 4.363981], [1.311602, 1.399620, 2.649587], [0.306612, 2.434025, 3.668683], [5.638769, -0.556718, 0.261024], [4.421971, -1.074379, -0.497243], [3.216828, -0.129854, -0.411605], [2.776917, 0.057361, 0.970232], [2.424869, 0.204092, 2.053953], [5.431483, -0.462995, 1.327565], [6.479434, -1.240477, 0.148576], [5.947991, 0.420877, -0.112843], [4.140417, -2.054207, -0.108370], [4.678618, -1.209431, -1.548931], [2.380269, -0.532574, -0.978432], [3.467375, 0.848031, -0.825163]], "atomic_forces_ev_per_a": [[-0.64, -0.09, -0.24], [0.98, 0.69, 0.02], [-0.38, 0.11, 0.11], [-0.26, -0.21, 0.22], [-0.30, -0.05, -0.12], [0.12, -0.05, -0.29], [0.13, 0.22, 0.39], [0.25, -0.24, -0.29], [-0.88, 0.03, -0.50], [0.02, -0.27, 0.39], [-0.43, -0.46, 0.68], [0.55, 0.24, -0.56], [0.22, -0.10, 0.21], [0.16, 0.02, 0.08], [0.30, 0.20, -0.08], [-0.04, -0.13, -0.15], [0.17, -0.02, 0.02], [0.03, -0.07, -0.01], [-0.12, 0.09, 0.05], [-0.46, 0.27, 0.19], [0.14, 0.12, 0.06], [-0.09, 0.03, 0.03], [0.01, 0.04, -0.01], [-0.03, -0.01, 0.03], [-0.01, 0.01, 0.00], [0.08, -0.02, -0.03], [0.10, 0.01, -0.03], [-0.57, 0.36, 0.27], [-0.12, 0.07, 0.04], [-0.02, -0.03, -0.02], [0.20, 0.01, 0.10], [0.15, -0.17, 0.01], [-0.10, 0.07, -0.03], [1.04, -0.87, -0.47], [-0.02, 0.03, 0.01], [0.01, 0.01, -0.01], [0.01, 0.01, 0.01], [-0.06, -0.01, -0.03], [-0.09, 0.01, -0.03], [-0.05, 0.07, 0.00], [-0.03, 0.04, 0.01]]}


{"formula": "C18H43CrNO6", "method": "ωB97M-V/def2-TZVPD", "e_homo_ev": [0.72, 0.13], "total_charge": -2, "lumo_energy_ev": [4.3, 4.3], "s2": 6.01, "multiplicity": 5, "symbols": ["Cr", "C", "C", "C", "O", "H", "H", "H", "H", "H", "H", "H", "C", "C", "C", "O", "H", "H", "H", "H", "H", "H", "H", "C", "C", "C", "O", "H", "H", "H", "H", "H", "H", "H", "C", "C", "C", "O", "H", "H", "H", "H", "H", "H", "H", "C", "O", "C", "C", "N", "C", "C", "O", "C", "H", "H", "H", "H", "H", "H", "H", "H", "H", "H", "H", "H", "H", "H", "H"], "coordinates": [[0.302563, 0.266964, 0.523991], [1.906651, 2.263010, -2.927919], [2.303725, 0.961888, -2.264452], [3.801086, 0.652976, -2.450941], [1.947286, 0.881363, -0.927675], [2.645180, 3.062262, -2.865590], [1.006288, 2.640838, -2.443462], [1.685685, 2.074225, -3.978459], [1.667538, 0.217996, -2.744044], [4.137342, -0.348217, -2.181449], [4.464065, 1.377264, -1.977687], [4.215631, 0.877094, -3.433807], [-2.384325, -2.594809, 2.379526], [-2.262246, -1.144110, 2.610873], [-2.210686, -0.714979, 4.089118], [-1.058024, -0.812765, 1.902794], [-3.218634, -2.994781, 2.955782], [-1.566576, -3.253783, 2.671320], [-2.610844, -2.939356, 1.370531], [-3.163818, -0.700121, 2.188798], [-1.757755, 0.269049, 4.210102], [-1.604023, -1.270144, 4.804558], [-3.218198, -0.642618, 4.498740], [3.265242, -3.072624, -0.750008], [1.850062, -2.684787, -0.489087], [1.065478, -3.987066, -0.247370], [1.659189, -1.799663, 0.595882], [3.406631, -3.696955, -1.632235], [3.743881, -3.361155, 0.185805], [3.925480, -2.241913, -0.999221], [1.434564, -2.279522, -1.411708], [1.547056, -4.608956, 0.507237], [1.250883, -4.633496, -1.105188], [0.001197, -3.948330, -0.015146], [0.274536, 2.248645, 3.790908], [1.551729, 2.124472, 2.951562], [2.858270, 2.219380, 3.884678], [1.696356, 0.990720, 2.145565], [0.410031, 1.543491, 4.610962], [-0.608233, 1.963859, 3.218440], [0.094241, 3.262645, 4.147828], [1.593656, 3.075265, 2.420205], [2.637165, 1.621035, 4.768526], [2.880706, 3.161480, 4.432446], [3.777045, 1.803800, 3.470879], [-3.787702, -1.295247, -4.190527], [-2.723514, -0.361561, -3.849797], [-1.614939, -1.054344, -3.396118], [-1.504716, -1.138738, -1.900462], [-1.137653, 0.144088, -1.193610], [-2.251549, 1.010719, -0.956814], [-1.988934, 2.030986, 0.213516], [-0.558500, 2.207311, 0.207119], [-0.299124, 3.567274, 0.301533], [-4.610214, -0.637833, -4.472255], [-4.220203, -1.674418, -3.264632], [-3.558299, -2.048008, -4.944723], [-0.788732, -0.505400, -3.847941], [-1.506029, -2.020828, -3.888209], [-0.728156, -1.846119, -1.609476], [-2.311122, -1.636791, -1.362172], [-0.606144, 0.640536, -1.894427], [-3.174548, 0.533606, -0.627375], [-2.581145, 1.690060, -1.742932], [-2.295140, 1.658207, 1.190945], [-2.611314, 2.895085, -0.019016], [0.774025, 3.758081, 0.307355], [-0.744067, 4.178507, 1.086722], [-0.515358, 4.075254, -0.638307]], "atomic_forces_ev_per_a": [[3.04, -2.25, 1.78], [-0.17, 0.62, -0.30], [-0.36, -0.73, 2.31], [0.72, 0.48, -0.66], [-0.25, 0.79, -0.21], [0.29, 0.05, 0.11], [-0.16, -0.07, 0.02], [0.00, 0.19, -0.36], [0.16, -0.82, -1.06], [-0.39, 0.05, 0.21], [-0.45, 0.11, 1.25], [-0.58, -0.50, -1.11], [-1.24, -2.63, 0.66], [3.75, 0.78, -1.32], [-0.02, 0.50, 0.32], [-1.45, 1.09, 0.23], [-0.65, -0.22, 0.40], [0.61, 0.69, 0.20], [0.08, 0.71, -0.43], [-0.54, 0.61, -0.27], [-0.18, 0.25, -0.56], [0.07, -0.82, -0.42], [-0.31, -0.11, 0.19], [1.74, 1.00, -0.15], [-1.93, 1.37, 2.78], [0.69, -1.09, -0.34], [0.23, -1.07, -1.77], [-0.08, -0.90, 0.24], [-0.16, -0.97, 0.04], [-0.45, 0.77, -0.09], [-0.15, 0.43, -0.88], [0.06, 0.36, 0.75], [-0.51, -0.26, -0.77], [0.02, 0.51, -0.08], [0.29, -0.69, 0.02], [2.03, -1.20, -0.79], [-2.12, -0.57, 0.96], [-1.53, 1.30, 0.51], [-0.49, -0.01, 0.32], [0.09, -0.23, -0.18], [0.23, 0.22, 0.31], [0.06, 0.57, -0.95], [-0.03, -0.94, 0.04], [0.71, 0.85, -0.63], [-0.15, 0.60, -0.37], [-0.51, 2.36, 1.31], [-2.26, -1.10, -1.35], [1.41, 0.17, -0.04], [1.07, -0.37, 1.66], [-0.69, -0.97, -1.55], [-1.84, 1.90, 2.06], [0.41, -1.95, -0.71], [-2.32, 2.15, 0.48], [2.06, 1.66, -1.11], [0.03, -0.06, -0.84], [0.47, -0.92, 0.13], [0.27, 0.08, 0.12], [0.58, 0.19, 0.56], [-0.33, -0.48, 0.25], [0.60, 0.09, -0.41], [-0.73, 0.49, -0.30], [0.93, 0.12, 0.14], [0.13, -0.80, -0.23], [0.42, -0.46, -0.91], [0.16, -0.28, 0.07], [0.56, 0.58, 0.04], [0.20, -0.63, 0.63], [-0.35, -0.67, 0.51], [-0.80, 0.03, -0.45]]}


{"formula": "C2H10N3O", "method": "ωB97M-V/def2-TZVPD", "e_above_lowest_kcal_mol": 33.8, "e_homo_ev": -13.44, "total_charge": 1, "lumo_energy_ev": -3.4, "symbols": ["N", "C", "O", "H", "H", "H", "H", "H", "N", "C", "N", "H", "H", "H", "H", "H"], "coordinates": [[0.101275, 2.254817, -2.045508], [0.598288, 1.076958, -1.369354], [-0.415048, 0.270556, -0.702650], [-0.752264, 2.008446, -2.543395], [-0.223477, 2.922378, -1.348891], [1.034607, 0.425830, -2.123929], [1.322903, 1.387215, -0.618226], [-1.159565, 0.247049, -1.292523], [0.685695, -2.045073, 0.947173], [0.166043, -0.957358, 1.469682], [-0.965906, -0.921986, 2.128141], [0.159732, -2.898521, 0.951030], [1.450306, -1.906785, 0.296820], [0.697785, -0.030569, 1.325442], [-1.172612, -0.084972, 2.652846], [-1.527760, -1.747985, 2.273344]], "atomic_forces_ev_per_a": [[-0.56, -0.41, 0.95], [-0.51, 0.13, -0.82], [0.71, 0.52, 0.52], [0.30, 0.06, -0.46], [0.24, 0.13, -0.07], [0.38, 0.06, 0.03], [0.04, -0.18, -0.01], [-0.62, -0.16, -0.36], [-0.03, 0.95, 0.01], [-0.19, -0.32, -0.26], [0.52, 0.09, 0.21], [0.12, -0.43, -0.15], [-0.16, -0.43, 0.14], [0.09, -0.01, 0.26], [-0.31, -0.10, -0.11], [-0.04, 0.08, 0.10]]}


What total energy values result from the calculations? In sequence: -625.70509 -1013.57345 -704.72312 -4089.13047 -2262.04580 -321.47110 Eh.